1.
The following is a DFT calculation (the ωB97M-V functional and the def2-TZVPD basis) of a 2-piece molecular cluster, C2H8N4 overall.

The geometry in ORCA input format:
```
! wB97M-V def2-TZVPD RIJCOSX def2/J DEFGRID3
* xyz 0 1
N 0.5608 1.6701 0.1651
C -0.5503 1.6919 0.9317
N -1.5883 0.9355 0.8257
H 0.7473 0.8489 -0.4329
H 1.2912 2.3371 0.2753
H -0.5243 2.5076 1.6586
H -2.3866 1.5232 1.0508
N -0.6437 -1.6079 -0.3759
C 0.5927 -1.7862 -0.8770
N 1.4739 -0.8333 -0.9801
H -1.1113 -0.7122 -0.2124
H -1.0948 -2.4101 0.0382
H 0.8823 -2.8154 -1.1105
H 2.3510 -1.3492 -0.9565
*
```

For the LUMO energy, the calculation gives 1.10 eV. The value obtained for the HOMO energy is -8.647 eV. The value obtained for the HOMO-LUMO gap is 9.746 eV.

***

2.
The following is a DFT calculation (the ωB97M-V functional and the def2-TZVPD basis) of a 2-piece molecular cluster, C2H8N4 overall.

The geometry in ORCA input format:
```
! wB97M-V def2-TZVPD RIJCOSX def2/J DEFGRID3
* xyz 1 2
N 1.4116 -0.1982 0.0565
C 1.8252 -0.9865 1.1210
N 2.9061 -1.6321 1.0541
H 2.0541 -0.3197 -0.7240
H 1.2657 0.7918 0.2102
H 1.1015 -1.0143 1.9395
H 3.3258 -1.8651 1.9491
N -1.2166 0.0809 -1.1254
C -2.2807 0.8599 -0.9149
N -2.2000 1.7699 0.0461
H -0.4581 0.0334 -0.3927
H -1.3586 -0.3678 -2.0321
H -3.2207 0.7728 -1.4525
H -3.1553 2.0752 0.2652
*
```

For the LUMO energy (spin up / spin down), the calculation gives -4.42 / -8.60 eV. The value obtained for the HOMO energy (spin up / spin down) is -12.957 / -12.942 eV. The value obtained for the HOMO-LUMO gap (spin up / spin down) is 8.541 / 4.339 eV.

***

3.
The following is a DFT calculation (the ωB97M-V functional and the def2-TZVPD basis) of one molecule with the formula C2H8N4O.

The geometry in ORCA input format:
```
! wB97M-V def2-TZVPD RIJCOSX def2/J DEFGRID3
* xyz 0 1
C 0.3758 0.8862 0.1090
C -0.8707 0.8208 -0.8444
N 0.2001 -0.3508 2.4481
N 0.4320 -1.1395 1.5763
N 0.4303 -1.4012 -0.7231
N 1.0116 -0.4343 0.1782
O -0.6058 0.8680 -2.1888
H 1.1624 1.4820 -0.2071
H 0.0494 1.3465 1.0523
H -1.5919 1.7585 -0.6483
H -1.4376 -0.0145 -0.5956
H -0.2483 -0.4406 3.3386
H -0.3930 -1.9221 -0.4894
H 1.2254 -2.0107 -0.7508
H 0.2601 0.5516 -2.2551
*
```

For the LUMO energy, the calculation gives 0.83 eV. The value obtained for the HOMO energy is -8.873 eV. The value obtained for the HOMO-LUMO gap is 9.706 eV.

***

4.
The following is a DFT calculation (the ωB97M-V functional and the def2-TZVPD basis) of a 2-piece molecular cluster, C2H8N4O overall.

The geometry in ORCA input format:
```
! wB97M-V def2-TZVPD RIJCOSX def2/J DEFGRID3
* xyz 2 1
C -0.5546 1.3364 0.0068
C 1.6142 0.1584 0.1733
N 0.5825 0.6700 0.0962
N -1.7397 0.7463 -0.0320
N -1.9299 -0.5264 0.0227
N -3.2708 -0.9784 -0.0598
O 5.1454 -0.4598 -0.0044
H -0.4953 2.4173 -0.0367
H 2.5936 -0.2833 0.2076
H -2.5312 1.4111 -0.1054
H 5.7691 -0.1706 0.6694
H -3.6065 -1.0548 -1.0454
H -3.9728 -0.4278 0.4797
H -3.2650 -1.9487 0.3226
H 5.6608 -0.8897 -0.6946
*
```

For the LUMO energy (spin up / spin down), the calculation gives -9.86 / -9.86 eV. The value obtained for the HOMO energy (spin up / spin down) is -17.044 / -17.044 eV. The value obtained for the HOMO-LUMO gap (spin up / spin down) is 7.187 / 7.186 eV.

***

5.
The following is a DFT calculation (the ωB97M-V functional and the def2-TZVPD basis) of a 2-piece molecular cluster, C2H8N4O overall.

The geometry in ORCA input format:
```
! wB97M-V def2-TZVPD RIJCOSX def2/J DEFGRID3
* xyz 2 1
C -9.1382 -0.3632 -0.3110
C 5.3353 0.1680 0.8845
N -9.0389 0.7334 0.2868
N 5.6553 -0.9863 -1.1532
N -8.6992 1.0223 1.6936
N 5.9579 -0.7584 -0.0023
O -9.2057 -1.3115 -0.9354
H 5.6590 -0.0010 1.8464
H 5.5556 1.1203 0.5661
H 4.2543 0.0852 0.7379
H -9.1937 1.5904 -0.1694
H 6.3715 -1.5492 -1.5436
H -9.3978 1.6815 2.0572
H -8.5314 0.1632 2.2236
H 6.6487 -1.2949 0.5532
*
```

For the LUMO energy, the calculation gives -7.84 eV. The value obtained for the HOMO energy is -17.195 eV. The value obtained for the HOMO-LUMO gap is 9.353 eV.

***

6.
The following is a DFT calculation (the ωB97M-V functional and the def2-TZVPD basis) of an isolated ion of composition C2H8N4O2 and charge +2.

The geometry in ORCA input format:
```
! wB97M-V def2-TZVPD RIJCOSX def2/J DEFGRID3
* xyz 2 1
C 0.6125 0.5281 -0.4352
C -0.7087 -0.3390 0.4489
N 0.4877 1.8030 -0.3145
N -1.3727 -1.1346 -0.3836
N 1.4760 -0.1538 -1.1841
N -0.7806 -0.2522 1.7522
O 2.6378 0.3506 -1.6795
O -1.9519 -0.7219 2.3305
H -0.3808 2.1457 0.0649
H 1.0159 2.3373 -0.9171
H -1.2218 -1.2061 -1.4013
H -2.0875 -1.5690 0.1200
H 1.3900 -1.1398 -1.0258
H -0.1969 0.4250 2.2393
H 3.0126 -0.0486 -2.4555
H -1.9028 -1.2528 3.1225
*
```

For the LUMO energy, the calculation gives -8.72 eV. The value obtained for the HOMO energy is -19.433 eV. The value obtained for the HOMO-LUMO gap is 10.718 eV.

***

7.
The following is a DFT calculation (the ωB97M-V functional and the def2-TZVPD basis) of a 2-piece molecular cluster, C2H8N4S overall.

The geometry in ORCA input format:
```
! wB97M-V def2-TZVPD RIJCOSX def2/J DEFGRID3
* xyz 2 1
C 2.1479 -4.0587 -8.5222
C 1.3676 -6.0873 -7.7461
N 1.9759 -5.2364 -8.6915
N 1.4029 -4.1568 -6.5571
N 1.1191 -5.3656 -6.5779
N -0.7996 5.8820 7.8705
S 1.1502 -3.0113 -5.4546
H 2.5095 -3.0636 -8.9948
H 0.3670 -6.5609 -8.0696
H 2.1363 -6.8360 -7.5030
H -0.5242 6.8479 7.7326
H -1.7059 5.9884 8.5535
H 0.1035 5.5816 8.4656
H -0.9092 5.1717 7.1267
H 1.9024 -2.2095 -6.1733
*
```

For the LUMO energy, the calculation gives -5.84 eV. The value obtained for the HOMO energy is -15.709 eV. The value obtained for the HOMO-LUMO gap is 9.868 eV.

***

8.
The following is a DFT calculation (the ωB97M-V functional and the def2-TZVPD basis) of a 2-piece molecular cluster, C2H8N5 overall.

The geometry in ORCA input format:
```
! wB97M-V def2-TZVPD RIJCOSX def2/J DEFGRID3
* xyz 1 1
C -0.1681 0.6389 0.2285
C -0.2281 1.3367 -1.0768
N 0.8363 0.7092 1.0480
N 0.4621 0.1202 2.1534
N -1.2556 0.1061 0.8373
N -0.7374 -0.1973 2.1328
N 0.9675 -1.3743 -1.0060
H 0.7614 1.1713 -1.5392
H -0.4386 2.3376 -0.9977
H -0.9735 0.7956 -1.6437
H -2.1331 -0.1043 0.3270
H -1.1243 -0.7981 2.8990
H 1.2274 -2.4091 -0.7208
H 1.8240 -0.9825 -0.6341
H 0.9799 -1.3500 -2.0078
*
```

For the LUMO energy, the calculation gives -4.65 eV. The value obtained for the HOMO energy is -14.586 eV. The value obtained for the HOMO-LUMO gap is 9.931 eV.

***

9.
The following is a DFT calculation (the ωB97M-V functional and the def2-TZVPD basis) of an isolated ion of composition C2H8N5O and charge +1.

The geometry in ORCA input format:
```
! wB97M-V def2-TZVPD RIJCOSX def2/J DEFGRID3
* xyz 1 1
C 0.7386 -0.4213 0.0989
C -0.5167 -0.1146 -0.7225
N -2.3127 1.2697 -0.4502
N 2.9502 0.7766 0.2984
N -2.1722 -0.6329 0.8901
N 2.0534 -0.1930 -0.3515
N -1.7740 0.1772 -0.1052
O 0.0490 -1.3735 -0.6467
H 0.6991 -0.2972 1.1738
H -0.4947 0.4215 -1.6809
H -3.1674 1.5518 0.1886
H 3.5677 1.0845 -0.4484
H 3.4212 0.3758 1.0177
H -2.0563 -1.6994 0.7593
H -3.1322 -0.5366 1.3942
H 2.1472 -0.3884 -1.4156
*
```

For the LUMO energy (spin up / spin down), the calculation gives -5.40 / -5.40 eV. The value obtained for the HOMO energy (spin up / spin down) is -12.360 / -12.359 eV. The value obtained for the HOMO-LUMO gap (spin up / spin down) is 6.959 / 6.956 eV.

***

10.
The following is a DFT calculation (the ωB97M-V functional and the def2-TZVPD basis) of C2H8N5O as an isolated structure.

The geometry in ORCA input format:
```
! wB97M-V def2-TZVPD RIJCOSX def2/J DEFGRID3
* xyz 1 1
C 0.1511 -0.9929 0.3241
C -0.3257 1.6453 -0.3363
N 1.1226 -0.8348 1.2394
N -0.2476 -0.2136 -0.6559
N -1.3395 2.0610 -0.8454
N -1.1965 -0.6043 -1.6198
N 1.8639 0.4217 1.3981
O -0.4413 -2.1486 0.6120
H 0.5453 1.6743 0.2002
H 1.3397 -1.6353 1.7820
H -2.2072 -0.7111 -1.3637
H -1.9561 2.9659 -0.9551
H -1.1066 -2.6525 0.0511
H -1.1460 0.0998 -2.3846
H 2.2380 0.6366 0.5446
H 2.7061 0.2887 2.0093
*
```

For the LUMO energy, the calculation gives -3.11 eV. The value obtained for the HOMO energy is -13.032 eV. The value obtained for the HOMO-LUMO gap is 9.919 eV.

***

11.
The following is a DFT calculation (the ωB97M-V functional and the def2-TZVPD basis) of a 2-piece molecular cluster, C2H8N5O overall.

The geometry in ORCA input format:
```
! wB97M-V def2-TZVPD RIJCOSX def2/J DEFGRID3
* xyz 1 1
C -0.9930 -0.1542 0.7215
C 0.0473 -1.1366 0.5400
N 0.8423 1.0912 -0.5554
N -2.8134 0.8326 -0.2503
N 2.7392 -0.1257 -0.0492
N -1.7814 0.1042 -0.2139
N 1.4583 0.1474 -0.0771
O 0.1055 -1.9522 -0.4121
H -1.0865 0.2053 1.8008
H 0.6310 -1.2945 1.5308
H 1.3186 1.7709 -1.0922
H -3.1539 1.4855 0.4677
H -3.2747 1.0322 -1.1183
H 3.1657 -0.9926 0.2486
H 3.4114 0.5461 -0.5531
H -0.6164 -1.5595 -0.9879
*
```

For the LUMO energy, the calculation gives -3.79 eV. The value obtained for the HOMO energy is -13.441 eV. The value obtained for the HOMO-LUMO gap is 9.647 eV.

***

12.
The following is a DFT calculation (the ωB97M-V functional and the def2-TZVPD basis) of C2H8N5O as an isolated structure.

The geometry in ORCA input format:
```
! wB97M-V def2-TZVPD RIJCOSX def2/J DEFGRID3
* xyz 1 3
C 0.3007 -0.3707 -0.1232
C -1.4330 0.5390 0.0642
N 0.2623 -1.5988 0.0106
N -3.6944 -0.2208 -0.1183
N 1.1836 0.6216 -0.2956
N -2.3102 -0.4184 -0.0187
N 2.6732 0.5528 0.0010
O -1.3851 1.7187 0.1758
H 1.1057 -2.1654 0.0479
H -4.0741 0.2257 0.7132
H -3.9288 0.3360 -0.9378
H 0.8179 1.5611 -0.1538
H -1.9777 -1.3808 -0.0805
H 2.8663 0.6552 1.0142
H 3.1609 1.2966 -0.5238
H 3.0209 -0.3660 -0.3188
*
```

For the LUMO energy (spin up / spin down), the calculation gives -3.43 / -7.08 eV. The value obtained for the HOMO energy (spin up / spin down) is -9.036 / -14.340 eV. The value obtained for the HOMO-LUMO gap (spin up / spin down) is 5.605 / 7.258 eV.

***

Energy above the lowest of the compared OMol25 structures with the same formula, charge and spin per entry: 67.4, 100.1, 570.6, 326.1, 156.6, 45.0, 229.5, 284.1, 548.7, 398.4, 441.5, 0.0 kJ/mol